# 1
DFT (ωB97M-V/def2-TZVPD) results for a cluster of 26 separate species, C35H119N19O26 in total.

Each line ends with the Mulliken charge.
Element x y z (Å)
C1 0.1286 0.4012 5.1250  0.51
O1 -0.7985 -0.2781 5.5720  -0.76
N1 0.4820 0.1501 3.9331  0.75
N2 0.6954 1.4604 5.6606  -0.17
H1 1.3412 0.5996 3.6506  -0.07
H2 -0.2174 -0.1572 3.2724  -0.55
H3 0.3124 1.7820 6.5380  0.22
H4 1.5123 1.7564 5.1455  0.12
C2 2.6029 -2.8680 5.7495  0.70
O2 1.6164 -3.1207 6.4452  -0.71
N3 3.7970 -2.8584 6.2567  -0.36
N4 2.6168 -2.5557 4.4611  0.29
H5 4.5825 -2.8046 5.6241  0.13
H6 3.8450 -3.1327 7.2276  0.24
H7 1.8378 -2.6680 3.8281  -0.18
H8 3.4705 -2.2166 4.0411  0.22
C3 6.5634 -3.1339 0.6820  0.58
O3 5.7596 -2.2781 0.2347  -0.37
N5 7.3947 -2.9757 1.6388  -0.29
N6 6.8345 -4.3013 0.1022  -0.44
H9 7.9736 -3.8027 1.6718  0.12
H10 7.8082 -2.0950 1.9101  0.25
H11 6.3160 -4.4779 -0.7464  0.25
H12 7.5935 -4.8237 0.5159  0.13
C4 4.2481 6.0078 -1.5094  0.70
O4 4.7271 6.0005 -0.3793  -0.72
N7 4.0207 7.0132 -2.1876  -0.36
N8 3.9925 4.9440 -2.1584  -0.27
H13 3.6929 6.9576 -3.1413  0.16
H14 4.2803 7.8891 -1.7570  0.27
H15 3.9376 4.0585 -1.6755  0.06
H16 3.9544 4.9952 -3.1663  0.18
C5 -6.4987 3.4915 -0.1583  0.30
O5 -7.1329 3.4466 -1.2448  -0.84
N9 -5.9352 2.5035 0.4824  0.29
N10 -6.2960 4.5849 0.3971  -0.14
H17 -5.5331 2.8665 1.3349  -0.35
H18 -5.6692 1.5680 0.2098  0.09
H19 -5.6592 4.6754 1.1758  -0.03
H20 -6.8189 5.3694 0.0347  0.24
C6 -0.4623 -1.9636 -3.6814  0.56
O6 -1.4677 -1.4805 -4.1455  -0.85
N11 -0.5136 -2.9400 -2.8514  -0.04
N12 0.7263 -1.6947 -4.1094  -0.09
H21 0.3469 -3.4647 -2.7861  0.15
H22 -1.4324 -3.2581 -2.5780  0.19
H23 1.5269 -2.2253 -3.7970  0.01
H24 0.7734 -1.0498 -4.8853  0.25
C7 -2.3625 4.0763 -2.1591  0.74
O7 -1.5719 4.6589 -1.4440  -0.78
N13 -1.9788 3.2516 -3.0954  -0.15
N14 -3.6251 4.1750 -2.1947  -0.08
H25 -2.7154 2.7406 -3.5606  0.07
H26 -0.9883 3.2313 -3.2917  0.09
H27 -4.0922 4.8905 -1.6561  0.21
H28 -4.1285 3.4908 -2.7410  -0.06
C8 -0.4729 -0.3451 0.2797  -0.01
O8 -0.7415 -1.2343 1.0803  0.03
N15 -1.2066 0.1136 -0.6620  0.90
N16 0.7321 0.1731 0.2126  1.26
H29 -2.1588 -0.2175 -0.6009  -0.92
H30 -1.0942 0.9940 -1.1440  -0.13
H31 1.5335 -0.2603 0.6486  -0.37
H32 0.9467 0.8129 -0.5388  -0.50
O9 2.9223 2.8608 4.7321  -0.70
H33 3.3519 2.4271 3.9948  0.30
H34 2.5559 3.6623 4.3586  0.31
O10 0.6290 -3.4655 2.5307  -0.71
H35 0.0748 -2.7292 2.2719  0.18
H36 0.4473 -4.1432 1.8797  0.27
O11 2.0439 -3.7169 -1.9482  -0.61
H37 2.7371 -4.3698 -1.8512  0.25
H38 2.2626 -3.0381 -1.3098  0.22
O12 1.0673 3.7144 2.5740  -0.43
H39 1.7633 4.3442 2.3862  0.27
H40 0.2598 4.1727 2.3414  0.15
O13 4.2436 1.8796 -1.2224  -0.36
H41 4.9680 1.4072 -1.6326  0.20
H42 4.4150 1.8132 -0.2831  0.09
O14 3.0650 1.5318 2.2948  -0.30
H43 2.2684 2.0555 2.2090  0.18
H44 3.4595 1.5505 1.4228  0.05
O15 -0.2890 -5.4837 0.8498  -0.68
H45 -1.1366 -5.9233 0.7834  0.26
H46 0.0948 -5.5694 -0.0229  0.26
O16 6.8826 0.0973 0.0857  -0.60
H47 7.0389 0.2606 1.0158  0.29
H48 6.3891 -0.7227 0.0655  0.26
O17 2.6320 -2.3331 0.5999  -0.15
H49 2.1675 -2.6940 1.3550  0.28
H50 3.5568 -2.4925 0.7884  -0.03
O18 1.5064 2.1523 -1.8412  -0.62
H51 2.4324 2.0282 -1.6328  0.06
H52 1.3942 3.1022 -1.8789  0.26
O19 -3.6161 0.3081 -2.9735  -0.62
H53 -3.7304 0.1677 -2.0336  0.21
H54 -3.0684 -0.4225 -3.2605  0.33
O20 4.7246 -1.3756 3.0425  -0.65
H55 5.6411 -1.1153 3.1354  0.22
H56 4.3500 -0.7264 2.4471  0.18
O21 0.1855 1.9751 -4.2603  -0.74
H57 -0.4149 1.2296 -4.2632  0.33
H58 0.7739 1.8065 -3.5244  0.43
O22 -5.2576 2.6860 -4.1312  -0.74
H59 -5.8802 2.9978 -3.4745  0.33
H60 -4.8659 1.9055 -3.7392  0.38
O23 -5.2240 -0.1237 -0.6388  -0.56
H61 -6.1120 -0.2945 -0.9530  0.22
H62 -5.1271 -0.6906 0.1264  -0.06
C9 8.0965 0.5079 -6.3781  -1.83
C10 6.6012 0.1373 -6.0923  1.08
C11 6.3065 -1.1537 -6.9569  -1.23
C12 4.8830 -1.5495 -6.8338  -0.88
C13 4.4504 -1.7528 -5.3509  -0.90
C14 4.8722 -0.6899 -4.3244  2.75
N17 6.2095 -0.0939 -4.7127  0.08
O24 6.6317 0.9585 -4.0489  -0.43
C15 3.8391 0.4580 -4.2434  -1.81
C16 4.9913 -1.4295 -2.9677  -1.25
C17 5.8571 1.3344 -6.7831  -1.76
H63 8.3259 1.4288 -5.8421  0.37
H64 8.8121 -0.2611 -6.0870  0.42
H65 8.4562 0.7463 -7.3790  0.38
H66 6.5668 -0.9970 -8.0037  0.47
H67 6.8894 -1.9905 -6.5722  0.38
H68 4.3157 -0.7512 -7.3123  0.25
H69 4.7548 -2.3815 -7.5262  0.52
H70 4.6306 -2.7828 -5.0431  0.49
H71 3.3618 -1.7865 -5.3070  0.07
H72 3.0722 0.2440 -3.4989  0.31
H73 3.4429 0.6936 -5.2311  0.28
H74 4.2103 1.4112 -3.8668  0.30
H75 5.9136 -2.0102 -2.9540  0.43
H76 4.1421 -2.1127 -2.9528  0.22
H77 4.7827 -0.7179 -2.1688  -0.41
H78 6.2874 2.2679 -6.4206  0.57
H79 6.0912 1.2832 -7.8464  0.43
H80 4.7709 1.3345 -6.6928  0.29
H81 6.2079 1.7306 -4.4307  0.37
C18 -3.2472 -3.4045 -1.4243  -2.54
C19 -4.2314 -3.8680 -0.3515  1.39
C20 -4.1067 -5.4147 -0.3102  -1.09
C21 -4.7873 -5.9837 0.9523  -0.80
C22 -4.1408 -5.3851 2.2050  -1.12
C23 -4.2067 -3.8502 2.2372  1.44
N18 -3.7999 -3.3134 0.9355  0.05
O25 -3.5917 -1.9825 0.8902  2.65
C24 -5.6028 -3.3351 2.5761  -1.59
C25 -3.2079 -3.4131 3.3641  -1.48
C26 -5.7631 -3.5200 -0.7824  -1.66
H82 -3.2027 -2.3215 -1.5393  0.37
H83 -3.4582 -3.8556 -2.3939  0.85
H84 -2.2206 -3.6254 -1.1320  0.24
H85 -4.6829 -5.8665 -1.1177  0.38
H86 -3.0793 -5.7334 -0.4864  0.34
H87 -4.6819 -7.0684 0.9724  0.46
H88 -5.8419 -5.7107 0.9871  0.28
H89 -3.1079 -5.7016 2.3504  0.34
H90 -4.5621 -5.8720 3.0845  0.45
H91 -5.8827 -3.7999 3.5215  0.44
H92 -5.6419 -2.2493 2.6637  0.04
H93 -6.3200 -3.6970 1.8394  0.37
H94 -3.4377 -2.4124 3.7301  -0.19
H95 -3.2464 -4.0587 4.2415  0.38
H96 -2.2064 -3.5798 2.9675  0.40
H97 -6.4631 -4.2767 -0.4281  0.42
H98 -5.7774 -3.7154 -1.8546  0.55
H99 -6.0278 -2.4905 -0.5409  0.03
H100 -2.6377 -1.9165 0.8066  -0.70
C27 -7.0106 3.5485 3.7142  -2.03
C28 -5.5707 3.2044 4.0613  1.58
C29 -5.5718 1.5650 4.1343  -1.83
C30 -4.2658 0.8002 4.1602  -0.89
C31 -3.3574 1.2800 3.0389  0.34
C32 -3.2601 2.8662 2.8482  1.61
N19 -4.5824 3.5304 2.9918  2.33
O26 -4.3864 4.8988 2.9169  -0.75
C33 -2.1909 3.3323 3.9998  -1.13
C34 -2.6654 3.0957 1.4980  -1.67
C35 -5.2772 3.8115 5.5076  -1.81
H101 -7.6158 3.4457 4.6149  0.49
H102 -7.4660 2.9370 2.9352  0.33
H103 -7.0168 4.6054 3.4479  0.42
H104 -6.1045 1.1940 5.0099  0.57
H105 -6.2588 1.1363 3.4047  0.37
H106 -4.4105 -0.2750 4.2660  0.33
H107 -3.7869 1.0259 5.1130  0.33
H108 -3.5305 0.8373 2.0580  -0.31
H109 -2.4953 0.6528 3.2660  -0.73
H110 -1.2859 2.7487 3.8307  -0.17
H111 -1.7674 4.3337 3.9237  0.52
H112 -2.4343 3.0332 5.0193  0.21
H113 -3.0581 2.6818 0.5693  0.12
H114 -2.7295 4.1612 1.2775  0.36
H115 -1.6183 2.8022 1.5730  0.22
H116 -4.3319 3.5217 5.9666  0.30
H117 -6.0454 3.4713 6.2021  0.51
H118 -5.3518 4.8965 5.4358  0.43
H119 -3.6968 5.0492 3.5676  0.41

electronic energy	-119773.105	eV
orbital gap	7.3	eV
HOMO	-7.9	eV
total charge	0

=====

# 2
DFT (ωB97M-V/def2-TZVPD) results for a structure of composition C35H22F12N4O2V.

Each line ends with the Mulliken charge.
Element x y z (Å)
V1 -0.5131 -0.2955 0.4682  -3.07
C1 -0.7442 -1.6172 3.3337  -1.33
N1 -1.3627 -0.5558 2.5006  0.91
C2 -1.0873 0.7612 3.1196  -1.09
C3 -1.2575 1.8817 2.1218  -1.02
N2 -0.5107 1.5551 0.8867  3.38
C4 0.2379 2.5985 0.3258  -0.47
C5 1.4495 2.3765 -0.3319  -0.66
F1 1.9127 1.1294 -0.4706  -0.43
C6 2.1953 3.3968 -0.8913  0.28
F2 3.3435 3.1179 -1.4931  -0.31
C7 1.7450 4.7043 -0.8234  0.61
F3 2.4554 5.6886 -1.3479  -0.30
C8 0.5274 4.9632 -0.2165  0.37
F4 0.0513 6.1994 -0.1837  -0.30
C9 -0.2082 3.9257 0.3230  0.04
F5 -1.4292 4.2168 0.7952  -0.40
C10 -2.8126 -0.8692 2.4199  -0.86
C11 -3.3381 -0.4837 1.0571  -0.61
N3 -2.2828 -0.8874 0.1180  1.43
C12 -2.7352 -1.4798 -1.0824  -0.79
C13 -2.6071 -2.8466 -1.3133  0.02
F6 -2.1374 -3.6385 -0.3497  -0.42
C14 -2.9969 -3.4260 -2.5083  0.58
F7 -2.8311 -4.7269 -2.7039  -0.31
C15 -3.5807 -2.6446 -3.4919  0.54
F8 -3.9610 -3.1905 -4.6347  -0.29
C16 -3.7996 -1.2951 -3.2576  0.55
F9 -4.3952 -0.5446 -4.1770  -0.32
C17 -3.4006 -0.7418 -2.0570  -0.06
F10 -3.6864 0.5445 -1.8159  -0.48
H1 -1.3204 -1.7294 4.2557  0.43
H2 0.2774 -1.3637 3.5851  0.34
H3 -0.7526 -2.5607 2.7924  0.39
H4 -0.0509 0.7491 3.4564  0.29
H5 -1.7294 0.9123 3.9921  0.48
H6 -0.8508 2.7840 2.5788  0.70
H7 -2.3075 2.0861 1.9056  0.26
H8 -3.3545 -0.3956 3.2410  0.24
H9 -2.9118 -1.9490 2.5179  0.46
H10 -3.5536 0.5841 0.9739  0.29
H11 -4.2638 -1.0189 0.8386  0.64
F11 1.3538 -5.1403 -0.6013  -0.34
C18 1.1092 -3.9247 -1.0866  -0.09
C19 0.5285 -2.9810 -0.2498  -0.29
C20 0.2669 -1.7348 -0.7736  1.83
C21 0.5695 -1.4153 -2.0990  -0.93
C22 1.1759 -2.3901 -2.8790  0.75
F12 1.4892 -2.1309 -4.1562  -0.33
C23 1.4535 -3.6524 -2.3937  -1.11
C24 0.0791 -0.1164 -2.5314  -0.05
C25 0.1644 0.4114 -3.8118  -0.53
C26 -0.4857 1.5984 -4.0996  -1.05
C27 -1.2218 2.2218 -3.1052  -1.55
C28 -1.2328 1.6616 -1.8464  -0.81
N4 -0.5764 0.5332 -1.5392  2.24
H12 0.3158 -3.2577 0.7701  0.54
H13 1.9174 -4.4007 -3.0200  0.58
H14 0.7182 -0.1162 -4.5703  0.68
H15 -0.4353 2.0186 -5.0950  0.52
H16 -1.7824 3.1261 -3.2912  0.63
H17 -1.8028 2.1193 -1.0528  0.85
O1 2.1043 -2.4633 2.1069  -0.59
C29 2.0964 -1.2772 1.8785  0.21
O2 1.0310 -0.6366 1.3903  0.52
C30 3.2555 -0.3850 2.1670  0.24
C31 4.5164 -0.9530 2.3084  -0.84
C32 5.6082 -0.1469 2.5846  -0.67
C33 5.4400 1.2228 2.7406  -0.49
C34 4.1775 1.7899 2.6241  -0.95
C35 3.0876 0.9870 2.3317  0.16
H18 4.6247 -2.0231 2.1949  0.49
H19 6.5914 -0.5863 2.6838  0.42
H20 6.2939 1.8501 2.9586  0.42
H21 4.0455 2.8551 2.7618  0.45
H22 2.1007 1.4218 2.2438  0.41

energy above the lowest of the compared OMol25 structures with the same formula, charge and spin	0.0	kJ/mol
electronic energy	-104997.431	eV
orbital gap	6.8	eV
HOMO	-11.6	eV
total charge	+1

=====

# 3
DFT (ωB97M-V/def2-TZVPD) results for a structure of composition C35H23AsCl2N3O11S2Tl.

Each line ends with the Mulliken charge.
Element x y z (Å)
Tl1 -0.0271 0.7956 -0.7748  3.15
O1 3.3174 -0.6637 -3.1060  -0.75
C1 2.1541 -0.3688 -2.8390  -0.20
N1 1.5317 0.8183 -2.7262  -0.03
C2 2.0100 2.0126 -3.1224  -0.21
O2 2.9679 2.3159 -3.8210  -0.75
C3 1.0814 3.1731 -2.7031  0.71
C4 1.3698 4.4656 -3.1420  -0.61
C5 0.5229 5.4871 -2.7334  -0.39
C6 -0.6097 5.1967 -2.0088  -1.02
C7 -0.8990 3.8746 -1.7202  -0.13
N2 -0.0174 2.9105 -2.0075  0.20
C8 1.1997 -1.5534 -2.6117  0.55
C9 1.6117 -2.8576 -2.8340  -0.41
C10 0.6917 -3.8527 -2.6072  -0.31
C11 -0.6287 -3.5341 -2.2754  -0.85
C12 -0.9375 -2.2115 -2.0684  -0.29
N3 -0.0146 -1.2494 -2.1989  0.09
H1 2.2764 4.6359 -3.7043  0.51
H2 0.7349 6.5249 -2.9546  0.38
H3 -1.3195 5.9548 -1.6820  0.45
H4 -1.8107 3.5635 -1.2268  0.45
H5 2.6410 -3.0796 -3.1620  0.42
H6 1.0035 -4.8901 -2.6797  0.38
H7 -1.3834 -4.2985 -2.1397  0.43
H8 -1.9031 -1.8786 -1.7340  0.49
Cl1 -0.9823 6.9987 4.3766  -0.29
C13 -0.9398 5.6742 3.2182  0.23
C14 -2.1433 5.0264 2.9498  -0.63
C15 -2.1451 3.9490 2.0892  0.89
Cl2 -3.6806 3.2759 1.6861  -0.21
C16 -0.9573 3.4323 1.4580  -1.62
O3 -1.0380 2.3677 0.7641  0.12
C17 0.2302 4.1958 1.7036  1.64
C18 1.5455 3.9713 1.0796  -0.79
O4 1.8649 3.2201 0.1871  -0.25
C19 0.2291 5.2872 2.6047  -1.10
H9 -3.0514 5.3813 3.3910  0.49
H10 2.3328 4.6275 1.5342  0.03
H11 1.1574 5.8240 2.7620  0.31
O5 -0.9923 0.3814 2.8596  -0.71
As1 -1.7893 -0.9062 1.9283  -0.29
O6 -3.1468 0.2715 1.2825  0.08
O7 -0.9583 -0.9122 0.4837  -0.23
C20 -4.2529 -0.1750 0.6869  0.26
C21 -5.1338 -1.0077 1.4084  -0.65
C22 -6.3150 -1.4746 0.8532  -0.44
C23 -6.6853 -1.1077 -0.4286  -0.67
C24 -5.7904 -0.3480 -1.1681  -0.60
C25 -4.5868 0.1387 -0.6484  0.03
S1 -3.6148 1.1753 -1.8098  1.49
O8 -4.1613 0.8220 -3.1148  -0.86
O9 -3.8039 2.5685 -1.4830  -0.80
O10 -2.2237 0.6998 -1.6993  -0.54
H12 -0.8654 1.1704 2.3219  0.32
H13 -4.8610 -1.2374 2.4345  0.40
H14 -6.9617 -2.0993 1.4694  0.33
H15 -7.6449 -1.3991 -0.8531  0.35
H16 -5.9724 -0.0690 -2.2039  0.46
C26 4.0581 -8.1856 2.3419  -1.09
C27 3.7564 -6.7000 2.3042  0.76
O11 2.6637 -6.2084 2.2599  -0.52
S2 5.2276 -5.7158 2.2634  -0.28
C28 4.5327 -4.0845 1.8528  0.11
C29 4.7732 -3.4908 0.5985  -0.45
C30 4.1978 -2.2684 0.2926  -0.50
C31 3.3292 -1.6066 1.1813  0.19
C32 3.1058 -2.2041 2.4323  -0.59
C33 3.6907 -3.4311 2.7489  -0.14
C34 2.5659 -0.4564 0.7926  0.36
C35 1.7061 0.2863 0.3545  -1.52
H17 3.2773 -8.7449 2.8573  0.30
H18 5.0277 -8.3187 2.8286  0.33
H19 4.1686 -8.5251 1.3041  0.27
H20 5.4245 -3.9768 -0.1212  0.41
H21 4.3555 -1.7950 -0.6607  0.49
H22 2.4450 -1.6855 3.1285  0.47
H23 3.4685 -3.9024 3.7003  0.38

energy above the lowest of the compared OMol25 structures with the same formula, charge and spin	0.0	kJ/mol
electronic energy	-175910.483	eV
orbital gap	6.4	eV
HOMO	-3.2	eV
total charge	-2

=====

# 4
DFT (ωB97M-V/def2-TZVPD) results for a structure of composition C35H23BrIN5NiO5S.

Each line ends with the Mulliken charge.
Element x y z (Å)
Ni1 0.2091 0.7110 0.4662  0.35
Br1 -0.0609 -6.0441 -3.9198  -0.20
C1 1.6177 -5.6589 -3.1297  0.07
C2 2.3268 -6.6705 -2.5066  -0.50
C3 3.5544 -6.3765 -1.9350  -0.23
C4 4.0477 -5.0802 -1.9472  0.08
C5 3.3368 -4.0796 -2.6050  -0.07
C6 2.1230 -4.3689 -3.2008  -0.52
N1 5.3663 -4.8888 -1.4087  -0.46
N2 5.6735 -3.8844 -0.7570  -0.53
C7 4.6964 -2.9511 -0.3035  -0.19
C8 5.0159 -1.6245 -0.4525  -0.53
C9 4.0960 -0.6119 -0.1662  -0.84
C10 2.8283 -0.8965 0.3241  0.38
O1 1.9791 0.0553 0.5473  -0.74
C11 2.5353 -2.2806 0.6332  -0.07
N3 1.3595 -2.5465 1.2558  -0.27
C12 1.0975 -3.7755 1.6126  -0.01
C13 1.9960 -4.8444 1.4318  -0.98
C14 3.1795 -4.5969 0.8047  -0.59
C15 3.4757 -3.2946 0.3419  1.12
H1 1.9317 -7.6755 -2.4768  0.42
H2 4.1375 -7.1536 -1.4583  0.45
H3 3.7350 -3.0756 -2.6597  0.43
H4 1.5683 -3.5951 -3.7125  0.46
H5 5.9861 -1.3788 -0.8670  0.40
H6 4.3509 0.4248 -0.3405  0.37
H7 0.1362 -3.9496 2.0880  0.35
H8 1.7573 -5.8291 1.8084  0.42
H9 3.9081 -5.3887 0.6844  0.62
S1 1.9472 4.7048 0.1826  -0.27
C16 1.8458 2.9972 0.2777  -0.09
N4 1.0205 2.5134 1.1473  0.17
C17 0.3843 3.5382 1.8474  -0.28
C18 -0.5445 3.3769 2.8768  -0.46
C19 -1.0953 4.5048 3.4421  -0.65
C20 -0.7337 5.7878 3.0074  -0.55
C21 0.2004 5.9620 2.0096  -0.53
C22 0.7597 4.8201 1.4385  1.06
H10 2.4392 2.3614 -0.3625  0.35
H11 -0.8354 2.3855 3.1890  0.42
H12 -1.8252 4.3991 4.2330  0.41
H13 -1.1912 6.6541 3.4654  0.41
H14 0.4905 6.9498 1.6793  0.42
O2 -1.6756 1.2203 1.2640  -0.69
C23 -1.8600 1.9947 0.2805  1.45
O3 -1.0348 2.0038 -0.6745  -0.75
C24 -3.0147 2.9296 0.2790  -0.23
C25 -4.1155 2.6698 1.0817  -0.45
C26 -5.2075 3.5411 1.1167  -1.08
C27 -5.1205 4.6664 0.3361  1.05
O4 -6.0358 5.6706 0.2058  -0.50
C28 -5.4667 6.6111 -0.7049  -0.25
O5 -4.1938 6.1196 -1.1149  -0.51
C29 -4.0159 4.9317 -0.4569  0.82
C30 -2.9470 4.0810 -0.5201  -1.01
H15 -4.1131 1.7778 1.6913  0.54
H16 -6.0763 3.3450 1.7271  0.45
H17 -5.3405 7.5716 -0.1993  0.25
H18 -6.1174 6.7084 -1.5768  0.25
H19 -2.0871 4.2693 -1.1456  0.53
I1 -3.3747 -3.6110 1.6134  0.09
C31 -2.4602 -2.4299 0.1679  -0.65
C32 -2.9317 -2.3964 -1.1360  0.03
C33 -2.2828 -1.5845 -2.0484  -0.99
C34 -1.2073 -0.8250 -1.6209  -0.47
N5 -0.7561 -0.8655 -0.3695  0.52
C35 -1.3683 -1.6579 0.5145  -0.27
H20 -3.7850 -2.9914 -1.4309  0.44
H21 -2.6057 -1.5321 -3.0774  0.50
H22 -0.6836 -0.1627 -2.2972  0.57
H23 -0.9493 -1.6808 1.5102  0.79

energy above the lowest of the compared OMol25 structures with the same formula, charge and spin	162.5	kJ/mol
electronic energy	-184376.878	eV
orbital gap (spin up / spin down)	6.7 / 6.7	eV
HOMO (spin up / spin down)	-7.1 / -7.1	eV
total charge	0

=====

Which of these has the highest total charge? C35H22F12N4O2V

=====

What is the formula in the third record? C35H23AsCl2N3O11S2Tl

=====

Which of these has the highest total charge? C35H22F12N4O2V

=====

What is the formula in the third record? C35H23AsCl2N3O11S2Tl